No. 1
Density functional theory data (wB97M-V/def2-TZVPD) for a molecular structure, C31H45ClF5MoPS in a non-equilibrium geometry.

Results
- Calculated total energy: -80963.0736 eV
- Molecular weight: 707.125 g mol⁻¹
- Multiplicity: 3
- ΔE to the lowest compared entry with this formula, charge and spin: 10.3 kcal/mol

Positions of all 85 atoms, in Å:
Mo  -0.69707  0.60998  2.28705
Cl  -2.73125  1.17428  1.14089
P  -0.31216  0.26104  -0.95429
C  -0.57199  1.96987  3.48272
H  0.25768  2.26924  4.17597
H  -1.59622  2.30767  3.77954
C  1.08113  -0.64241  -1.86745
C  -0.26912  2.06778  -1.49344
C  2.44671  -0.00128  -1.58808
H  1.04341  -1.61963  -1.34961
C  3.59242  -0.91499  -2.06119
H  2.51553  0.96131  -2.11682
H  2.57190  0.22229  -0.51956
C  3.45215  -1.34648  -3.52631
H  4.54775  -0.39427  -1.92289
H  3.61253  -1.80896  -1.42075
C  2.04193  -1.83528  -3.87945
H  3.71844  -0.50285  -4.17701
H  4.17519  -2.14188  -3.74185
C  0.92650  -0.90728  -3.37002
H  1.95483  -1.94637  -4.96794
H  1.88715  -2.83251  -3.44244
H  0.96748  0.04382  -3.92296
H  -0.04343  -1.36157  -3.60262
C  -1.89945  -0.41269  -1.74437
C  0.23956  2.37292  -2.90755
H  -1.33820  2.34377  -1.43260
C  0.02311  3.85750  -3.22846
H  1.31073  2.13424  -2.97973
H  -0.27208  1.76374  -3.66558
C  0.65560  4.79021  -2.18572
H  0.43080  4.08093  -4.22215
H  -1.05826  4.04789  -3.27191
C  0.30960  4.40885  -0.74323
H  1.74693  4.77860  -2.30715
H  0.32974  5.81768  -2.37874
C  0.49719  2.91172  -0.46864
H  0.92576  4.99080  -0.04628
H  -0.73912  4.67127  -0.54281
H  1.56749  2.65630  -0.50387
H  0.16319  2.69180  0.55856
C  -1.93817  -1.94812  -1.70734
H  -2.64715  -0.04746  -1.01836
C  -3.31174  -2.47512  -2.14507
H  -1.15990  -2.35983  -2.36568
H  -1.70467  -2.31166  -0.69595
C  -3.79794  -1.88433  -3.47609
H  -3.26841  -3.56697  -2.23412
H  -4.05075  -2.24107  -1.36585
C  -3.66437  -0.36022  -3.55539
H  -3.22881  -2.33955  -4.29734
H  -4.84725  -2.15873  -3.63831
C  -2.28729  0.15169  -3.11236
H  -3.85285  -0.02995  -4.58441
H  -4.43033  0.10473  -2.91838
H  -1.53518  -0.13341  -3.86251
H  -2.31231  1.24965  -3.09181
C  -0.51503  -2.14751  2.10414
C  -0.76557  -1.27192  3.12636
H  -0.05044  -1.77310  1.17172
C  -2.05392  -1.35289  3.97205
H  0.04714  -1.06419  3.81601
C  -2.21129  -2.81885  4.38514
H  -2.06535  -0.75844  4.87436
H  -2.87026  -0.96635  3.35524
C  -1.90771  -3.80874  3.20699
H  -1.49182  -2.99676  5.20842
H  -3.20494  -2.96140  4.82645
C  -0.52216  -3.57896  2.51339
H  -2.10127  -4.84698  3.53534
H  -2.70396  -3.59546  2.49341
H  0.19536  -3.79750  3.29291
H  -0.25376  -4.33182  1.76577
F  3.27392  1.18242  7.49940
C  3.05487  1.04602  6.18008
C  2.92851  2.18650  5.37384
F  3.08109  3.41272  5.91445
C  2.63678  2.03890  4.02590
F  2.57070  3.15784  3.25263
C  2.41526  0.77276  3.46563
S  1.54350  0.58968  1.89159
C  2.71444  -0.35508  4.25426
F  2.73021  -1.60084  3.70003
C  2.97679  -0.22384  5.60530
F  3.12199  -1.32294  6.38689

No. 2
Density functional theory data (wB97M-V/def2-TZVPD) for C5H12O2 in the gas phase.

Results
- Calculated total energy: -9474.5078 eV
- Molecular weight: 104.149 g mol⁻¹
- SMILES: CC[C@@H](O)CCO
- ΔE to the lowest compared entry with this formula, charge and spin: 14.5 kcal/mol

Positions of all 19 atoms, in Å:
C  2.65192  -0.54674  0.52109
C  1.59356  -0.02526  -0.44622
C  0.18414  -0.10897  0.12862
O  0.17684  0.60179  1.35208
C  -0.86188  0.46239  -0.83563
C  -2.28209  0.05141  -0.48607
O  -2.55373  0.46534  0.85030
H  3.65256  -0.49687  0.07868
H  2.64572  0.04281  1.44166
H  2.45472  -1.59176  0.78978
H  1.62017  -0.59640  -1.38414
H  1.80126  1.02274  -0.70144
H  -0.05120  -1.17595  0.31351
H  -0.75050  0.63741  1.63371
H  -0.65620  0.13966  -1.86486
H  -0.77871  1.55626  -0.80625
H  -2.38178  -1.04172  -0.57491
H  -2.99680  0.51231  -1.18371
H  -3.38942  0.07625  1.13217